1.
Formula: C4H9ClN2
Source: the OMol25 dataset
Level of theory: ωB97M-V/def2-TZVPD

energy relative to the best compared isomer or geometry (same formula, charge and spin)	21.5	kcal per mole
LUMO energy	0.990	eV
HOMO level	-8.68	eV
gap between HOMO and LUMO	9.674	eV
SMILES	C/C=N\NCCCl

XYZ file:
```
16
C4H9ClN2 | the OMol25 dataset | ωB97M-V/def2-TZVPD
C 0.263 -1.318 -1.749
C 1.410 -0.566 -1.188
C -0.685 0.220 0.724
C -0.795 1.540 1.481
H 0.562 -2.072 -2.423
H -0.296 -1.780 -0.962
H -0.329 -0.588 -2.315
H 2.149 -0.260 -1.886
H 0.943 -0.164 1.790
H -1.402 -0.529 1.132
H -0.839 0.366 -0.331
H -0.027 2.279 1.199
H -0.814 1.473 2.579
N 1.660 -0.288 0.004
N 0.599 -0.534 0.904
Cl -2.401 2.222 1.040
```

2.
Formula: C20H23BrGe2NNiO4S2
Source: the OMol25 dataset
Level of theory: ωB97M-V/def2-TZVPD

⟨S²⟩	3.768
LUMO energy (alpha / beta)	-0.051 / -2.414	eV
HOMO level (alpha / beta)	-7.15 / -8.28	eV
2S+1	4
gap between HOMO and LUMO (alpha / beta)	7.101 / 5.865	eV

XYZ file:
```
54
C20H23BrGe2NNiO4S2 | the OMol25 dataset | ωB97M-V/def2-TZVPD
Ni -0.710 -2.451 0.591
O 5.203 -2.026 1.633
C 3.936 -2.230 1.246
C 3.538 -2.167 -0.093
C 2.227 -2.425 -0.423
N 1.304 -2.709 0.499
C 1.683 -2.710 1.777
Br 0.171 -2.926 2.924
C 2.965 -2.497 2.219
H 5.762 -1.826 0.871
H 4.256 -1.918 -0.860
H 1.862 -2.405 -1.440
H 3.220 -2.510 3.263
O -3.949 -2.825 -1.427
S -2.823 -2.217 -0.798
O -2.691 -2.513 0.643
O -2.758 -0.752 -1.036
S -1.098 -2.867 -1.649
C -2.430 0.370 -3.729
Ge -0.907 0.707 -2.488
C -0.647 2.725 -2.429
C 0.663 -0.209 -3.373
Ge -0.842 -0.191 0.091
C -2.195 0.873 1.130
C -3.077 1.697 0.446
C -4.142 2.289 1.095
C -4.348 2.048 2.443
C -3.485 1.216 3.134
C -2.419 0.625 2.479
C 1.046 0.736 0.553
C 2.011 1.347 -0.227
C 3.234 1.711 0.320
C 3.517 1.426 1.644
C 2.560 0.813 2.431
C 1.333 0.479 1.885
H -2.306 0.976 -4.624
H -3.378 0.605 -3.261
H -2.439 -0.681 -4.003
H -0.497 3.036 -3.459
H 0.210 3.027 -1.841
H -1.530 3.227 -2.044
H 0.679 0.119 -4.409
H 0.494 -1.282 -3.347
H 1.616 0.021 -2.913
H -2.945 1.830 -0.620
H -4.830 2.918 0.550
H -5.198 2.485 2.946
H -3.672 1.003 4.177
H -1.776 -0.062 3.018
H 1.813 1.563 -1.266
H 3.966 2.221 -0.289
H 4.477 1.689 2.064
H 2.771 0.595 3.468
H 0.575 0.023 2.508
```

3.
Formula: C2H12NO3
Source: the OMol25 dataset
Level of theory: ωB97M-V/def2-TZVPD

energy relative to the best compared isomer or geometry (same formula, charge and spin)	5.8	kcal per mole
⟨S²⟩	0.754
LUMO energy (alpha / beta)	-7.557 / -14.504	eV
HOMO level (alpha / beta)	-19.40 / -19.40	eV
total charge	+2
2S+1	2
gap between HOMO and LUMO (alpha / beta)	11.845 / 4.897	eV

XYZ file:
```
18
C2H12NO3 | the OMol25 dataset | ωB97M-V/def2-TZVPD
C -1.341 -1.174 0.623
O -1.392 -0.574 1.892
C -0.919 -0.068 -0.414
N 0.560 0.144 -0.481
H -2.267 -1.632 0.318
H -0.603 -1.989 0.844
H -2.228 -0.743 2.408
H -1.328 -0.362 -1.347
H -1.327 0.841 -0.023
H 1.021 0.258 0.429
H 0.741 1.077 -0.882
H 1.002 -0.580 -1.089
H 0.452 3.519 -0.295
H -0.467 3.222 0.752
O -0.249 2.859 -0.126
H 2.602 -2.400 -0.894
H 3.367 -1.396 -1.796
O 2.600 -1.488 -1.215
```

4.
Formula: C42H38CoGeN4O5
Source: the OMol25 dataset
Level of theory: ωB97M-V/def2-TZVPD

energy relative to the best compared isomer or geometry (same formula, charge and spin)	32.9	kcal per mole
⟨S²⟩	6.088
LUMO energy (alpha / beta)	1.969 / 2.236	eV
HOMO level (alpha / beta)	-2.10 / -5.07	eV
total charge	-1
2S+1	5
gap between HOMO and LUMO (alpha / beta)	4.072 / 7.310	eV

XYZ file:
```
91
C42H38CoGeN4O5 | the OMol25 dataset | ωB97M-V/def2-TZVPD
Co -0.424 0.149 -0.163
C -1.391 -2.736 5.726
O -1.056 -1.386 5.990
C -0.953 -0.549 4.927
C -0.480 0.743 5.227
C -0.332 1.632 4.203
C -0.623 1.304 2.861
C -0.426 2.296 1.828
C -0.162 3.735 2.194
O -0.443 2.039 0.615
C -1.104 0.000 2.564
O -1.419 -0.420 1.373
C -1.272 -0.908 3.638
H -1.314 -3.257 6.677
H -0.699 -3.180 5.007
H -2.412 -2.822 5.346
H -0.225 0.990 6.247
H 0.055 2.616 4.431
H -0.765 4.081 3.031
H -0.345 4.350 1.316
H 0.892 3.830 2.465
H -1.618 -1.899 3.389
N -2.164 0.959 -1.354
C -1.621 1.523 -2.594
C -0.091 1.470 -2.671
O 0.450 2.003 -3.628
O 0.498 0.845 -1.717
H -2.911 0.299 -1.536
H -2.517 1.678 -0.737
H -1.923 2.560 -2.740
H -1.999 0.961 -3.448
N 5.336 -1.925 3.604
C 6.591 -1.785 4.152
C 7.374 -2.620 4.927
C 8.623 -2.142 5.322
C 9.051 -0.869 4.945
C 8.257 -0.036 4.167
C 7.006 -0.494 3.757
N 6.046 0.120 2.994
C 5.044 -0.757 2.901
C 3.827 -0.583 2.206
C 3.558 0.596 1.444
C 2.375 0.743 0.791
N 1.365 -0.180 0.818
C 1.619 -1.313 1.523
C 2.776 -1.554 2.202
H 4.765 -2.748 3.629
H 7.036 -3.608 5.217
H 9.266 -2.768 5.928
H 10.027 -0.525 5.268
H 8.593 0.951 3.874
H 4.313 1.368 1.381
H 2.183 1.619 0.184
H 0.813 -2.040 1.547
H 2.854 -2.487 2.746
C -0.475 -1.575 -0.954
Ge -1.841 -2.723 -1.649
C -2.603 -3.929 -0.307
C -3.224 -5.132 -0.643
C -3.802 -5.936 0.330
C -3.776 -5.545 1.661
C -3.167 -4.349 2.011
C -2.581 -3.550 1.035
C -3.386 -1.795 -2.432
C -4.605 -1.701 -1.760
C -5.685 -1.034 -2.325
C -5.564 -0.455 -3.581
C -4.361 -0.548 -4.269
C -3.285 -1.213 -3.697
C -1.072 -3.721 -3.156
C 0.269 -3.561 -3.505
C 0.812 -4.228 -4.597
C 0.020 -5.067 -5.365
C -1.322 -5.226 -5.045
C -1.858 -4.554 -3.956
H 0.525 -2.005 -0.972
H -3.256 -5.464 -1.674
H -4.273 -6.871 0.047
H -4.230 -6.170 2.421
H -3.150 -4.030 3.047
H -2.113 -2.612 1.309
H -4.713 -2.153 -0.779
H -6.622 -0.967 -1.786
H -6.404 0.065 -4.024
H -4.259 -0.100 -5.249
H -2.351 -1.279 -4.246
H 0.902 -2.897 -2.930
H 1.855 -4.082 -4.849
H 0.441 -5.586 -6.217
H -1.954 -5.865 -5.649
H -2.918 -4.664 -3.750
```

5.
Formula: C5H8N3
Source: the OMol25 dataset
Level of theory: ωB97M-V/def2-TZVPD

energy relative to the best compared isomer or geometry (same formula, charge and spin)	85.8	kcal per mole
LUMO energy	-4.331	eV
HOMO level	-12.57	eV
total charge	+1
gap between HOMO and LUMO	8.240	eV

XYZ file:
```
16
C5H8N3 | the OMol25 dataset | ωB97M-V/def2-TZVPD
C -0.471 1.447 0.046
C -1.742 1.035 0.065
C -1.387 -1.414 -0.016
C 0.724 0.604 -0.031
C 0.658 -0.754 -0.035
N -2.091 -0.318 -0.040
N 1.915 1.330 -0.146
N 1.545 -1.740 0.086
H -0.200 2.523 0.206
H -2.608 1.608 0.315
H -1.818 -2.458 0.006
H -3.079 -0.471 -0.117
H 2.180 2.210 -0.608
H 2.686 0.694 0.137
H 2.001 -1.966 0.893
H 1.687 -2.330 -0.761
```

6.
Formula: C4H8O3
Source: the OMol25 dataset
Level of theory: ωB97M-V/def2-TZVPD

energy relative to the best compared isomer or geometry (same formula, charge and spin)	49.9	kcal per mole
LUMO energy	0.616	eV
HOMO level	-10.20	eV
gap between HOMO and LUMO	10.816	eV
SMILES	C=C[C@@H](O)C=O.O

XYZ file:
```
15
C4H8O3 | the OMol25 dataset | ωB97M-V/def2-TZVPD
C -1.146 1.242 -1.025
C -0.940 0.265 -0.150
O 0.182 -2.220 -1.372
C 0.065 0.246 0.976
O 0.247 -1.076 1.425
C 1.422 0.852 0.653
O 2.434 0.323 1.048
H -0.617 -1.798 -1.706
H -1.937 1.163 -1.765
H -0.556 2.155 -1.047
H -1.573 -0.620 -0.161
H 0.120 -2.122 -0.410
H -0.342 0.871 1.794
H 1.185 -1.135 1.686
H 1.446 1.807 0.099
```